Below is a cluster of 2 separate species, C14H16 in total, with properties calculated with ωB97M-V/def2-TZVPD.

Element x y z (Å)
1 C 2.706910 -1.146361 -2.651754
2 C 1.098586 -1.756101 -0.829479
3 C 1.442698 -1.771166 -2.160986
4 C -0.081624 -2.334850 -0.315277
5 C -1.028960 -2.864333 -1.272107
6 C 0.485666 -2.310420 -3.114329
7 C -0.695582 -2.871480 -2.606811
8 H 1.854407 -1.410430 -0.120818
9 H -0.355376 -2.157053 0.722520
10 H 3.253841 -0.651725 -1.836068
11 H 2.494086 -0.379973 -3.415904
12 H -1.991087 -3.253796 -0.954769
13 H 0.694233 -2.227930 -4.176732
14 H -1.409055 -3.332728 -3.291262
15 H 3.430267 -1.826001 -3.132938
16 C -2.970481 1.703938 2.194973
17 C 0.557034 1.398253 0.908575
18 C -0.805395 1.260473 1.061719
19 C 1.261682 2.298890 1.704239
20 C -1.491482 1.959694 2.060667
21 C 0.575245 3.027263 2.656049
22 C -0.789481 2.843534 2.863185
23 H 1.065003 0.830870 0.138794
24 H -1.332504 0.504392 0.491286
25 H 2.340365 2.373734 1.630779
26 H 1.097204 3.750054 3.272649
27 H -3.448894 2.183321 3.049072
28 H -3.193903 0.630563 2.211456
29 H -1.295483 3.446351 3.610409
30 H -3.467923 2.083031 1.302870

Forces on atoms 1 to 6 (eV/Å):
C 0.4209 0.3748 -0.0637
C 0.7098 -0.4143 -0.0189
C -0.6605 0.0645 -0.0892
C -0.5919 0.2461 0.0256
C 0.4483 0.1631 0.1196
C 0.8441 0.1779 0.1453

The energy above the lowest of the compared OMol25 structures with the same formula, charge and spin comes out at 0.1 kJ/mol. As for the total charge: -1. The value obtained for the energy is -14776.360 eV. Its multiplicity is 2. The value obtained for the gap between HOMO and LUMO (alpha / beta) is 2.20 / 6.38 eV.